Here is a structure of composition C27H58O3P2PbSSi from OMol25. Energies are from ωB97M-V/def2-TZVPD.

```
93
Properties=species:S:1:pos:R:3:forces:R:3
P 0.073957 3.487899 0.893974 -0.3 -0.5 1.0
P 1.819829 0.085544 -1.458479 0.0 0.1 0.0
C 1.545674 2.774714 -0.106404 -0.4 0.7 0.6
C 1.514880 1.976850 -1.425702 0.6 0.7 -0.9
H 2.044756 2.188567 0.687266 -0.1 0.2 -0.4
H 2.113087 3.697755 -0.253273 0.5 -0.2 -0.2
H 0.937265 2.468511 -2.261285 -0.2 -0.4 0.8
H 2.469200 2.220648 -1.930074 -0.5 0.3 0.3
C 3.660906 0.321840 -1.276801 0.0 0.1 0.2
H 4.082882 -0.430963 -0.601485 0.0 0.1 -0.3
H 3.819970 1.316771 -0.834393 0.3 -0.4 0.0
H 4.132933 0.285074 -2.267715 0.1 0.0 0.3
C 1.824963 -0.213769 -3.304926 0.0 0.4 0.1
H 2.586602 0.424811 -3.765368 -0.2 -0.2 -0.3
H 0.836848 0.002208 -3.740526 0.3 -0.2 0.1
H 2.066429 -1.271359 -3.508726 -0.1 0.4 0.3
C 0.549704 5.146313 1.523188 0.6 0.2 -0.5
H -0.158030 5.364794 2.339872 0.3 0.0 -0.3
H 0.434539 5.897990 0.720097 0.4 0.0 0.6
H 1.571287 5.118878 1.921840 -0.2 0.3 0.0
C -1.158312 4.179833 -0.290652 -0.7 0.5 -1.1
H -0.680706 4.293036 -1.299007 -0.8 0.0 1.1
H -1.538241 5.178461 0.002788 0.5 -0.3 -0.2
H -2.062783 3.539625 -0.339279 0.6 0.8 0.2
Pb -1.411656 2.140798 -2.166685 -0.3 -1.5 2.1
C 1.500824 2.918213 -4.579080 1.5 -0.2 -0.3
C 2.683556 3.061242 -3.952244 0.8 -0.1 -0.3
C 3.184807 4.350694 -3.332167 0.2 1.0 -0.7
C 2.106531 5.466458 -3.107673 1.0 0.3 0.0
C 0.748879 5.077627 -2.608423 -1.3 0.7 -0.6
C -0.303514 4.776520 -3.418823 0.6 1.7 -0.3
C -0.191998 4.762192 -4.920257 0.0 -0.3 -1.1
C 1.075131 4.024109 -5.453296 -1.3 1.9 0.0
C -1.993499 1.597279 0.237415 -0.3 -1.2 0.0
H 0.974733 1.972859 -4.626476 0.5 -0.3 -0.7
H 3.458318 2.284896 -4.026222 -0.7 -0.3 1.2
H 3.951904 4.803878 -3.991951 -0.1 -0.1 0.3
H 3.720018 4.202790 -2.363729 -0.5 -0.5 -0.7
H 2.518430 6.182749 -2.372755 -0.1 -0.5 -0.1
H 2.028908 6.102536 -4.001360 -0.2 -0.4 0.0
H 0.573995 5.362918 -1.561823 0.2 -0.4 -0.5
H -1.361600 4.916103 -3.159574 0.5 -0.3 0.8
H -0.196950 5.803263 -5.317142 0.0 -0.5 0.4
H -1.082563 4.289139 -5.382517 0.3 0.2 0.5
H 0.876432 3.648656 -6.475210 0.1 0.0 0.5
H 1.885772 4.771876 -5.570689 -0.4 -0.6 0.1
H -2.397960 0.580907 0.197085 0.3 0.0 0.0
H -2.731930 2.217804 0.792470 0.0 0.1 -1.0
H -1.141851 1.632288 0.965761 -0.6 -0.7 -1.3
C -1.403870 -1.220051 4.364197 -0.5 0.2 0.2
C -0.089427 -1.955433 4.183830 -0.2 0.0 -0.6
C 1.034414 -0.947499 4.050549 0.5 0.3 0.3
C 0.084299 -2.916356 5.347708 0.1 -0.2 0.2
O -0.067084 -2.776456 3.021628 0.0 0.1 0.4
Si -0.720472 -2.753418 1.508208 -0.7 -1.0 1.0
S -0.025613 -1.345876 0.301303 0.1 0.9 -0.5
O -0.350663 -4.272100 0.914940 0.3 -0.2 0.4
C 0.104916 -5.416152 1.666950 -0.6 0.0 -0.5
C 1.503936 -5.219117 2.218011 0.3 -0.2 0.2
C -0.843974 -5.705898 2.819836 -0.2 -0.2 0.3
C 0.083095 -6.586528 0.672118 0.0 0.0 0.0
O -2.366234 -2.721232 1.857264 -0.6 -0.4 -0.5
C -3.406561 -3.149243 0.944874 0.5 0.9 0.0
C -3.042529 -2.737626 -0.490843 -0.2 0.0 -0.1
C -3.567491 -4.647294 1.030950 -0.2 -0.3 -0.1
C -4.716678 -2.470762 1.381530 0.1 -0.1 -0.1
H -1.403341 -0.708510 5.331961 0.1 0.0 0.0
H -2.245828 -1.911721 4.357163 0.0 -0.1 -0.1
H -1.580590 -0.466483 3.595973 0.1 -0.1 -0.2
H 1.023725 -0.244524 4.887687 0.0 0.0 0.1
H 2.007056 -1.443402 4.044703 0.0 -0.1 0.0
H 0.959770 -0.376110 3.121700 -0.2 -0.2 0.0
H -0.754800 -3.617908 5.355267 0.1 0.1 0.0
H 1.001730 -3.493962 5.228852 0.0 0.0 0.0
H 0.113488 -2.406286 6.312172 0.0 0.1 0.0
H 1.494970 -4.544239 3.077895 0.0 0.0 -0.3
H 1.867690 -6.198188 2.553308 0.1 0.1 0.0
H 2.186678 -4.836214 1.457739 -0.1 0.0 0.0
H -1.856385 -5.900227 2.454976 0.3 0.0 0.1
H -0.495919 -6.589918 3.368086 -0.1 0.1 0.0
H -0.869396 -4.856434 3.509484 0.0 -0.3 -0.2
H -0.945784 -6.794779 0.342178 0.3 0.1 0.1
H 0.687895 -6.339180 -0.206204 -0.1 0.0 0.1
H 0.492889 -7.495671 1.129082 -0.1 0.1 0.0
H -2.114639 -3.229062 -0.831455 -0.4 0.2 0.2
H -3.855682 -3.050558 -1.151554 0.0 0.0 -0.1
H -2.910360 -1.644959 -0.580812 0.0 -0.5 0.1
H -3.716673 -4.939322 2.068900 0.1 0.0 0.1
H -4.432782 -4.995053 0.464195 -0.1 0.1 -0.1
H -2.687226 -5.138432 0.626439 0.1 -0.1 0.1
H -4.999266 -2.823321 2.383926 0.1 0.2 -0.2
H -4.614003 -1.376834 1.393810 0.0 -0.3 0.0
H -5.525633 -2.739485 0.681905 0.2 0.1 0.2
```
Positions in Å, forces in eV/Å.

Calculated values
Kohn-Sham gap, Ha: 0.156
2S+1: 1
Lowest unoccupied orbital energy, eV: -1.9
HOMO level, eV: -6.1
Electronic energy, hartree: -2852.35734
Largest force on an atom, eV/A: 2.6

---

Here is a structure of composition C22H32N6O2Y from OMol25. Energies are from ωB97M-V/def2-TZVPD.

```
63
Properties=species:S:1:pos:R:3:forces:R:3
Y -0.302087 -0.050414 -1.094392 2.4 0.4 0.3
N 1.341296 3.320030 0.515905 0.1 0.1 0.0
C 1.816942 4.014711 -0.747813 0.1 0.2 -0.4
C 2.754081 3.130411 -1.575807 -0.1 -0.2 0.0
C 2.157205 2.217840 -2.661096 0.0 0.1 -0.1
N 1.811887 0.821929 -2.185008 0.1 0.2 -0.1
C 0.970764 2.858593 -3.382545 0.0 -0.1 0.2
C -0.051829 3.497999 -2.447529 0.2 0.0 -0.1
N -0.783441 2.420643 -1.704461 0.1 0.3 -0.1
C 0.616220 4.529923 -1.535446 -0.2 -0.2 0.1
H 2.122521 2.928497 1.044548 0.0 -0.1 0.0
H 0.684478 2.576944 0.289195 -0.1 -0.2 0.1
H 0.866618 3.991912 1.122656 -0.1 0.0 0.0
H 2.397100 4.861207 -0.381847 0.0 0.0 0.1
H 3.425745 2.563133 -0.922426 0.1 0.1 0.0
H 3.397949 3.828970 -2.112634 0.1 0.0 0.0
H 2.955800 2.095205 -3.393661 0.0 0.0 0.0
H 2.650228 0.462136 -1.727321 0.0 -0.1 0.0
H 1.782487 0.278700 -3.051569 0.1 -0.1 0.0
H 0.477954 2.112885 -4.014384 0.0 0.1 -0.1
H 1.351276 3.627877 -4.055798 0.0 0.0 0.0
H -0.772460 4.044609 -3.058387 0.0 0.0 0.0
H -1.431943 2.021366 -2.387289 -0.1 0.0 0.1
H -1.436662 2.854846 -1.051238 -0.1 0.0 0.0
H -0.120913 4.989378 -0.868481 0.0 0.0 0.0
H 0.974616 5.335747 -2.177498 0.0 0.0 0.0
O -4.199508 -0.583553 -2.014481 0.1 0.0 0.1
C -3.052300 -0.748090 -1.742388 -0.7 -0.4 -0.2
O -2.229460 0.202228 -1.289905 -1.7 0.3 -0.4
C -2.369722 -2.095132 -1.903522 0.0 -0.1 0.0
C -3.141981 -3.214444 -2.195723 0.0 0.0 0.0
C -2.513539 -4.428644 -2.331404 0.0 0.1 0.0
C -1.114980 -4.513155 -2.189925 0.1 0.2 0.0
C -0.406565 -5.729480 -2.334747 0.1 -0.1 0.0
C 0.952197 -5.763500 -2.200449 -0.1 -0.1 0.0
C 1.665721 -4.582369 -1.911606 0.0 0.1 0.0
C 1.007964 -3.392128 -1.761802 0.0 0.1 0.0
C -0.392080 -3.326509 -1.898199 0.0 -0.2 -0.1
N -1.036757 -2.125067 -1.752135 -0.5 -0.3 -0.1
H -4.209066 -3.084280 -2.307298 0.0 0.0 0.0
H -3.083284 -5.324097 -2.548202 0.0 0.0 0.0
H -0.965120 -6.629598 -2.558215 0.0 0.0 0.0
H 1.489495 -6.694274 -2.316925 0.0 0.0 0.0
H 2.742231 -4.628095 -1.813541 0.0 0.0 0.0
H 1.558951 -2.478600 -1.536964 0.1 0.0 0.0
N -0.119771 0.271653 1.141400 0.2 0.2 0.6
C -0.516831 0.040625 2.228694 -0.1 -0.1 -0.2
N -0.965687 -0.245948 3.380568 0.0 0.0 -0.1
C -1.550882 0.767734 4.302762 -0.2 0.3 0.3
C -1.052013 0.500157 5.728653 0.2 -0.1 -0.1
C 0.337946 -0.136987 5.699498 -0.1 -0.1 0.0
C 0.272129 -1.541107 5.073032 0.0 0.2 0.0
C -0.795646 -1.601268 3.972292 0.2 -0.3 0.3
H -2.637235 0.696666 4.237433 0.0 0.0 -0.1
H -1.249403 1.757614 3.959555 0.1 -0.1 0.0
H -1.742295 -0.158957 6.256413 -0.1 0.0 0.0
H -1.036631 1.444105 6.270989 -0.1 0.0 0.0
H 0.733702 -0.208112 6.710238 0.1 0.0 0.0
H 1.024041 0.501270 5.134021 0.0 0.0 0.0
H 0.011922 -2.273327 5.837027 0.0 0.0 0.0
H 1.246586 -1.822374 4.673702 0.0 0.0 0.0
H -1.769922 -1.873840 4.376633 0.0 0.1 -0.1
H -0.548030 -2.314223 3.188861 0.0 0.1 -0.1
```
Positions in Å, forces in eV/Å.

Calculated values
Kohn-Sham gap, Ha: 0.302
2S+1: 1
Lowest unoccupied orbital energy, eV: -8.5
HOMO level, eV: -16.7
Electronic energy, hartree: -1374.11539
Charge: +3
Largest force on an atom, eV/A: 2.4
Relative energy (zero: lowest compared OMol25 entry of this formula, charge and spin), kJ/mol: 19.7

---

Here is a cluster of 2 separate species, C6H10O in total from OMol25. Energies are from ωB97M-V/def2-TZVPD.

```
17
Properties=species:S:1:pos:R:3:forces:R:3
C -1.507311 0.303078 -1.593065 0.0 0.0 -0.1
C -0.417700 0.353541 -0.569254 -0.1 0.0 -0.4
C 1.066268 0.245581 -0.930139 0.1 0.1 -0.2
C 1.289281 -0.646588 0.315497 0.1 0.0 0.1
C -0.235329 -0.570518 0.649199 -0.2 -0.1 0.2
C -0.607815 0.683022 1.460162 -0.2 0.1 -0.4
O -0.614464 1.447759 0.375987 -0.1 0.0 0.0
H -1.456474 1.188207 -2.234775 0.0 -0.1 0.0
H -1.382111 -0.590069 -2.211160 0.0 0.1 0.0
H -2.493496 0.267537 -1.117560 0.2 0.0 -0.1
H 1.218113 -0.281956 -1.875291 0.0 0.1 0.1
H 1.597445 1.200214 -0.953392 -0.1 -0.1 0.0
H 1.956939 -0.241952 1.079835 -0.1 0.0 -0.1
H 1.618580 -1.659413 0.066200 -0.1 0.2 0.1
H -0.770383 -1.499649 0.852950 0.1 0.2 0.0
H 0.709263 -0.203654 3.461694 0.1 -0.3 0.3
H 0.029194 0.004858 3.223113 0.4 0.0 0.3
```
Positions in Å, forces in eV/Å.

Calculated values
Kohn-Sham gap, Ha: 0.335
2S+1: 1
Lowest unoccupied orbital energy, eV: 0.9
HOMO level, eV: -8.2
Electronic energy, hartree: -309.67199
Largest force on an atom, eV/A: 0.5
Relative energy (zero: lowest compared OMol25 entry of this formula, charge and spin), kJ/mol: 447.3

---

Here is the ion C6H11N3O with charge +2 from OMol25. Energies are from ωB97M-V/def2-TZVPD.

```
21
Properties=species:S:1:pos:R:3:forces:R:3
H -0.707901 0.439677 2.004246 1.3 0.9 -2.9
N -0.278214 0.500768 0.979497 -1.6 -0.1 2.9
C 0.086365 1.476731 0.270617 -0.4 0.2 2.1
C 0.171773 2.891335 0.700571 -2.4 -0.8 3.0
O 0.563777 1.152804 -0.945735 -0.5 0.9 -0.1
C 0.404538 -0.175785 -1.286516 0.5 -1.4 1.4
C -0.759702 -0.438794 -2.166527 -0.1 1.6 -3.0
N -1.548028 -1.351525 -1.691985 1.3 1.4 0.5
C -1.035362 -1.800819 -0.496369 -0.1 -2.0 2.2
N 0.043993 -1.118867 -0.154213 -0.3 -1.8 -0.3
C 1.125784 -1.812938 0.652432 1.2 0.0 -2.8
H -0.820199 3.411219 0.623491 0.7 -0.7 0.0
H 0.473065 2.913904 1.806346 -0.4 0.0 -1.7
H 0.815079 3.414018 0.127229 2.3 1.7 -1.8
H 1.443712 -0.398857 -1.537827 -0.3 -0.9 -1.2
H -0.809873 0.171104 -3.117975 -0.7 -1.1 1.0
H -2.434521 -1.710536 -2.007359 -0.4 0.1 -0.8
H -1.572138 -2.644412 0.093081 1.4 1.6 -1.0
H 0.917864 -1.846095 1.667216 -0.7 -0.1 1.8
H 1.228059 -2.816001 0.181940 0.0 0.6 0.6
H 2.081907 -1.262535 0.499666 -0.8 -0.2 0.1
```
Positions in Å, forces in eV/Å.

Calculated values
Kohn-Sham gap (alpha / beta), Ha: 0.274 / 0.264
2S+1: 1
Lowest unoccupied orbital energy (alpha / beta), eV: -10.4 / -10.5
HOMO level (alpha / beta), eV: -17.9 / -17.7
Structure (SMILES): [H]/N=C(\C)O[C@@H]1C=[NH+]C=[N+]1C
Electronic energy, hartree: -473.94724
Charge: +2
Largest force on an atom, eV/A: 4.0
Relative energy (zero: lowest compared OMol25 entry of this formula, charge and spin), kJ/mol: 358.0

---

Here is a cluster of 25 separate species, C12H62NO26P in total from OMol25. Energies are from ωB97M-V/def2-TZVPD.

```
102
Properties=species:S:1:pos:R:3:forces:R:3
C -0.170771 4.180671 2.238750 -0.9 0.0 -0.4
C -1.391914 3.177545 2.295751 -0.8 0.4 -0.3
P -1.294838 1.879307 0.919836 1.2 -0.3 2.5
C -2.387506 0.471253 1.500898 -0.8 -1.3 -0.1
C -1.413847 -0.566305 2.241359 0.4 1.0 -0.3
N -1.843844 2.570393 -0.665788 -1.7 0.7 -1.1
C -0.626145 3.212997 -1.207966 1.1 -2.0 0.9
O -0.503717 4.342434 -1.565316 -0.1 -0.3 0.2
C 0.382101 2.011012 -1.199595 0.9 -1.9 -1.0
C 1.811985 1.920602 -1.066455 -1.7 -1.9 -0.7
C 2.384457 0.548767 -1.096885 -1.6 -0.4 -0.1
C 1.546836 -0.658808 -1.227623 -1.0 1.9 0.0
C 0.066688 -0.548993 -1.381035 1.5 2.4 0.1
C -0.466698 0.785730 -1.371806 1.6 0.5 -1.0
C -1.913439 1.368534 -1.524677 1.9 -1.0 1.2
O -2.849067 0.951329 -2.145587 0.4 0.4 0.3
H -0.459267 5.009032 1.531037 0.6 -0.7 0.6
H 0.747150 3.638530 1.894900 -0.7 0.6 0.4
H -0.012902 4.627579 3.256439 0.0 -0.4 -1.0
H -1.311412 2.610705 3.265483 -0.3 0.2 -1.1
H -2.410455 3.676944 2.233937 1.4 -0.4 0.5
H -3.229553 0.774180 2.179207 0.8 0.0 -0.6
H -2.860764 -0.123264 0.666494 0.4 1.0 0.5
H -1.962330 -1.213995 2.969672 0.5 0.8 -0.7
H -0.615724 0.064757 2.729791 -0.8 -1.0 -0.1
H -0.871520 -1.223435 1.504059 -0.6 0.7 0.6
H 2.420651 2.842779 -0.963791 -0.4 -1.0 0.0
H 3.496170 0.398926 -1.018235 -1.3 0.3 -0.1
H 2.005738 -1.685208 -1.215196 -0.4 1.4 -0.1
H -0.614756 -1.420045 -1.492741 0.7 0.6 0.2
O -5.057744 2.751432 -1.457494 -0.1 0.1 -0.1
H -4.163024 2.526290 -1.748001 -0.1 -0.1 0.2
H -5.623412 2.405716 -2.156483 0.0 0.0 0.1
O 3.354453 -3.481042 -0.724786 0.4 0.3 0.2
H 3.756187 -3.770914 -1.554429 -0.3 -0.1 -0.1
H 3.521109 -4.212287 -0.117532 -0.2 -0.1 -0.2
O 2.777516 -5.601544 -2.602347 -0.1 0.2 -0.1
H 2.107781 -5.865792 -1.957691 0.1 0.0 0.0
H 2.387935 -5.834654 -3.452013 0.1 -0.1 0.1
O 5.611046 -0.189156 -1.937463 0.0 -0.1 0.1
H 6.513152 0.150119 -1.895218 -0.1 0.0 0.0
H 5.650119 -0.868216 -2.621659 0.0 0.1 0.0
O -4.605768 3.244019 2.698669 -0.4 0.0 0.1
H -5.320728 3.023178 3.308112 0.1 -0.2 -0.1
H -4.945949 2.974833 1.834232 0.0 0.1 0.0
O -0.508397 -0.905226 -4.603513 0.1 0.0 0.0
H -0.803844 0.013231 -4.616020 0.0 -0.1 0.0
H -0.642823 -1.180997 -3.688738 0.0 0.1 -0.1
O -3.039945 -2.493421 4.465087 -0.2 -0.3 0.5
H -3.977351 -2.327415 4.303034 0.1 0.1 -0.2
H -3.023843 -3.368561 4.874441 0.0 0.0 -0.2
O -0.982195 -2.036579 -7.709534 0.1 0.0 0.2
H -0.932634 -2.074309 -6.746206 -0.1 0.1 -0.1
H -0.069389 -2.184025 -7.997889 -0.1 -0.1 -0.1
O 1.670474 -2.577241 -8.795693 0.2 0.1 -0.2
H 1.884680 -1.828373 -9.364590 0.0 0.0 0.1
H 1.960679 -3.345887 -9.299527 -0.1 0.0 0.1
O -6.171509 5.781559 4.377152 -0.2 -0.1 -0.3
H -5.906151 6.501971 3.792368 0.1 0.0 0.1
H -5.866455 4.986844 3.920147 0.4 0.2 0.1
O 2.773907 -0.869089 -5.074965 -0.1 0.0 0.1
H 1.820938 -0.731338 -5.170218 0.0 -0.1 0.1
H 2.844556 -1.754394 -4.702080 0.0 0.1 -0.1
O 2.608118 -1.748148 1.651856 0.0 -0.2 0.0
H 3.025000 -2.369329 2.259465 -0.1 0.1 0.0
H 2.802520 -2.102874 0.774089 0.1 0.1 -0.1
O 0.114335 -2.290173 4.846753 -0.1 -0.2 0.0
H -0.823418 -2.123088 4.684611 0.1 0.1 -0.1
H 0.130421 -3.160941 5.259067 0.1 0.1 0.0
O 7.324888 -1.471119 0.205159 -0.1 -0.4 0.1
H 6.373958 -1.323056 0.111632 0.1 0.1 -0.2
H 7.388310 -2.357967 0.578122 0.0 0.2 0.2
O 4.479255 1.834260 -4.798083 -0.1 0.1 0.0
H 4.096393 1.638625 -5.660161 0.0 -0.1 0.1
H 3.893599 1.383432 -4.177981 0.1 -0.1 -0.1
O -1.004542 7.512769 -1.445316 0.0 -0.2 0.0
H -0.245188 7.642279 -0.866436 -0.1 0.0 0.0
H -0.934704 6.587791 -1.719890 0.1 0.0 0.0
O -3.940415 6.731429 -1.036131 0.1 0.0 -0.1
H -3.031015 7.061818 -1.009583 0.0 0.1 0.0
H -3.921614 6.041232 -1.708320 -0.1 0.0 0.1
O -3.322884 -1.772595 7.467312 -0.2 -0.3 0.0
H -4.223822 -2.043697 7.681002 0.0 0.1 0.1
H -3.236239 -1.966814 6.523993 0.2 0.2 0.0
O 1.479646 1.311986 2.203976 0.3 -0.1 0.3
H 1.848596 0.706042 2.858767 0.0 0.0 -0.1
H 1.722611 0.917135 1.356844 -0.1 -0.1 0.1
O -8.259044 4.315830 2.797135 0.2 0.0 -0.2
H -7.606539 4.875553 3.242211 -0.3 0.2 0.1
H -8.258899 4.632278 1.886606 0.0 -0.1 0.1
O -2.843099 -3.255679 10.433530 0.1 0.1 -0.1
H -2.189173 -2.710551 10.884485 -0.1 -0.1 0.0
H -2.831180 -2.930672 9.523768 0.0 0.0 0.0
O 1.670590 -5.376783 0.291873 0.0 0.0 0.4
H 1.385043 -4.454076 0.289390 0.0 0.0 -0.1
H 1.536045 -5.662825 1.203069 -0.1 -0.1 -0.1
O 2.057041 -8.339973 -2.012512 0.1 -0.3 0.1
H 2.814788 -8.213594 -1.430169 0.0 0.1 -0.1
H 2.133566 -9.256195 -2.301881 -0.1 0.1 0.0
O 8.061895 -2.851169 -2.460727 0.1 -0.2 0.0
H 8.113209 -2.888465 -1.498985 -0.1 0.3 -0.1
H 8.967272 -3.005360 -2.752611 -0.1 0.0 -0.1
```
Positions in Å, forces in eV/Å.

Calculated values
Kohn-Sham gap, Ha: 0.253
2S+1: 1
Lowest unoccupied orbital energy, eV: -0.6
HOMO level, eV: -7.5
Electronic energy, hartree: -2846.66798
Largest force on an atom, eV/A: 2.9
Relative energy (zero: lowest compared OMol25 entry of this formula, charge and spin), kJ/mol: 0.0